The following is a DFT calculation (ωB97M-V with the def2-TZVPD basis set) of C38H27BF4N8NaO3Se as an isolated structure in a non-equilibrium geometry.

The geometry in XYZ format:
```
83
Properties=species:S:1:pos:R:3:forces:R:3
Na -1.468 -0.268 -1.257 -0.74 -0.02 0.51
C -0.897 -4.836 1.430 -0.04 -0.08 0.02
C -0.280 -3.596 1.315 0.01 0.11 0.01
N -0.950 -2.466 1.479 0.06 -0.13 0.01
C -2.252 -2.579 1.735 -0.15 0.21 0.06
C -2.864 -3.821 1.825 -0.04 -0.06 -0.03
N -2.190 -4.960 1.691 0.06 0.10 -0.01
C -3.017 -1.308 1.942 0.26 -0.19 -0.03
C -4.198 -1.280 2.678 -0.02 -0.02 0.07
C -4.855 -0.074 2.875 -0.03 0.08 -0.01
C -4.291 1.074 2.328 0.02 -0.08 0.12
C -3.107 0.955 1.617 0.13 0.14 -0.05
N -2.482 -0.205 1.420 -0.25 0.00 -0.22
C -2.444 2.149 1.017 -0.10 -0.17 -0.08
C -2.024 3.215 1.794 -0.04 0.06 0.04
N -1.375 4.255 1.274 -0.04 -0.05 -0.04
C -1.144 4.196 -0.031 -0.01 0.02 -0.01
C -1.560 3.128 -0.823 -0.04 0.01 0.05
N -2.226 2.105 -0.299 0.23 -0.02 0.08
C -6.113 -0.008 3.657 0.07 0.00 -0.04
C -6.293 -0.770 4.805 0.01 -0.01 0.01
C -7.485 -0.667 5.504 0.01 -0.02 0.02
N -8.492 0.125 5.144 0.06 0.00 -0.04
C -8.313 0.850 4.041 -0.01 0.01 -0.01
C -7.159 0.823 3.275 -0.02 0.01 -0.01
H -0.325 -5.746 1.299 -0.01 -0.01 -0.01
H 0.775 -3.520 1.079 -0.02 0.04 0.00
H -3.932 -3.907 1.990 0.01 -0.02 0.01
H -4.606 -2.188 3.102 0.04 0.00 -0.02
H -4.743 2.047 2.463 -0.02 -0.01 0.01
H -2.200 3.216 2.865 0.02 0.03 0.00
H -0.596 5.015 -0.481 0.01 0.01 0.02
H -1.302 3.083 -1.874 -0.03 0.01 0.00
H -5.507 -1.422 5.166 -0.01 0.00 0.01
H -7.628 -1.251 6.406 -0.04 0.01 0.01
H -9.137 1.490 3.746 -0.03 -0.01 0.03
H -7.089 1.428 2.380 0.00 0.00 0.00
O 2.161 -0.296 -2.341 0.09 -0.19 -0.06
C 2.001 0.890 -3.102 0.24 0.10 -0.02
C 0.631 1.594 -2.827 0.10 0.26 0.25
O 0.444 2.696 -3.354 -0.04 -0.15 -0.07
O -0.162 0.986 -2.054 0.68 0.34 -0.72
C 3.106 1.838 -2.633 -0.13 -0.07 0.15
C 3.447 2.959 -3.382 -0.05 0.04 -0.07
C 4.400 3.852 -2.920 0.00 0.00 0.02
C 5.023 3.643 -1.694 -0.02 0.00 -0.01
C 4.686 2.529 -0.941 0.05 -0.06 -0.06
C 3.736 1.629 -1.410 0.07 0.02 -0.15
C 2.145 0.545 -4.582 0.00 -0.03 -0.08
C 3.383 0.106 -5.048 0.07 0.00 0.06
C 3.550 -0.298 -6.361 -0.06 0.01 -0.03
C 2.469 -0.278 -7.237 0.04 0.00 0.04
C 1.232 0.148 -6.781 0.01 0.00 -0.01
C 1.072 0.559 -5.462 -0.04 0.03 -0.01
H 1.504 -0.957 -2.596 -0.14 0.14 0.04
H 2.943 3.137 -4.323 0.01 0.00 0.01
H 4.654 4.722 -3.513 -0.01 0.00 -0.01
H 5.762 4.346 -1.331 0.01 0.00 0.00
H 5.155 2.356 0.021 0.01 -0.01 -0.06
H 3.482 0.756 -0.827 0.03 -0.03 -0.03
H 4.222 0.081 -4.363 -0.01 0.00 0.00
H 4.522 -0.632 -6.703 0.01 -0.01 -0.01
H 2.595 -0.597 -8.264 -0.01 0.00 -0.01
H 0.382 0.160 -7.452 -0.01 0.01 0.00
H 0.105 0.907 -5.125 0.00 0.00 0.00
F -1.327 -4.388 -1.489 0.09 -0.04 0.00
B -1.123 -3.113 -1.989 -0.02 0.12 0.04
F 0.159 -2.616 -1.647 0.04 0.02 -0.01
F -1.315 -3.041 -3.357 -0.02 -0.01 -0.05
F -2.062 -2.214 -1.341 -0.36 -0.60 -0.10
Se 0.892 0.045 0.488 0.40 0.28 0.31
N 1.345 1.745 0.696 -0.16 -0.44 0.01
C 2.396 1.748 1.505 0.11 0.34 0.17
C 3.085 2.937 1.916 -0.23 -0.15 -0.07
C 4.171 2.825 2.714 0.15 -0.20 0.19
C 4.643 1.540 3.159 -0.01 0.32 -0.03
C 4.017 0.395 2.802 -0.23 -0.10 -0.16
C 2.856 0.467 1.960 0.25 -0.08 0.18
N 2.159 -0.588 1.548 -0.19 0.20 -0.13
H 2.728 3.896 1.564 -0.02 -0.01 -0.03
H 4.706 3.715 3.021 0.02 -0.01 0.01
H 5.521 1.497 3.792 0.00 0.01 0.00
H 4.368 -0.574 3.132 -0.02 -0.02 -0.01
```
Forces are in eV/Å.

Values from the calculation:
E_LUMO   1.4 eV
HOMO-LUMO gap   7.4 eV
Highest occupied orbital energy   -0.220 Ha
Energy relative to the best compared isomer or geometry (same formula, charge and spin)   11.05 kcal/mol
Charge   -1
DFT total energy   -5116.53504 a.u.

---

The following is a DFT calculation (ωB97M-V with the def2-TZVPD basis set) of C38H27Cl5CoN4O3P as an isolated structure.

The geometry in XYZ format:
```
79
Properties=species:S:1:pos:R:3:forces:R:3
Co -0.022 -0.251 -0.598 0.01 -0.34 -0.22
C 3.737 -2.680 -1.018 -0.01 -0.02 -0.06
O 3.949 -1.965 -2.229 -0.02 0.03 0.02
C 2.890 -1.851 -3.092 -0.02 0.02 0.02
C 3.123 -2.105 -4.422 0.00 -0.01 -0.03
C 2.107 -1.992 -5.381 0.03 0.00 0.01
C 0.844 -1.656 -4.973 -0.02 0.02 0.03
C 0.578 -1.369 -3.621 0.03 -0.03 0.02
C -0.783 -1.178 -3.208 -0.06 0.05 0.03
N -1.132 -0.822 -2.025 0.01 -0.02 0.06
N -2.485 -0.905 -1.700 0.02 0.00 -0.02
C -2.661 -0.409 -0.512 0.02 -0.02 0.02
O -1.708 0.085 0.212 0.02 0.03 0.06
C -4.027 -0.364 0.062 -0.01 -0.01 0.00
C -4.212 0.180 1.330 0.02 0.00 0.01
C -5.483 0.239 1.881 0.00 0.00 0.00
C -6.572 -0.245 1.171 0.00 0.00 0.00
C -6.389 -0.789 -0.094 -0.01 0.00 0.00
C -5.122 -0.849 -0.649 0.00 0.01 0.00
C 1.608 -1.413 -2.651 0.04 0.11 -0.12
O 1.453 -1.104 -1.401 0.01 -0.09 0.27
H 4.714 -3.052 -0.711 -0.01 0.00 0.00
H 3.065 -3.529 -1.177 0.00 0.01 0.00
H 3.317 -2.038 -0.244 -0.01 0.02 0.01
H 4.125 -2.400 -4.709 0.00 0.00 0.01
H 2.321 -2.196 -6.420 -0.01 0.00 0.00
H 0.027 -1.606 -5.684 0.00 0.00 0.00
H -1.588 -1.408 -3.903 0.01 -0.02 0.00
H -3.353 0.558 1.870 -0.02 -0.01 0.00
H -5.623 0.667 2.866 0.00 0.00 0.00
H -7.565 -0.197 1.601 0.00 0.00 0.00
H -7.238 -1.165 -0.650 0.00 0.00 0.00
H -4.964 -1.265 -1.635 0.00 0.00 0.00
N 0.942 -1.133 2.175 -0.11 -0.04 0.04
P 0.783 0.379 1.430 0.08 0.07 -0.07
C -0.470 1.305 2.363 0.01 0.04 -0.02
C -1.090 2.390 1.747 0.01 0.03 0.00
C -2.031 3.137 2.437 0.02 0.01 -0.02
C -2.371 2.796 3.739 -0.01 -0.01 0.01
C -1.772 1.704 4.349 -0.02 -0.01 0.00
C -0.821 0.960 3.662 0.03 0.01 -0.01
C 2.313 1.208 1.941 -0.03 0.00 -0.01
C 2.369 2.600 1.908 0.00 -0.04 0.03
C 3.551 3.255 2.209 0.02 0.00 0.00
C 4.681 2.530 2.558 -0.01 0.02 -0.01
C 4.628 1.145 2.600 -0.01 -0.02 0.00
C 3.450 0.484 2.284 0.04 -0.02 -0.03
C 0.349 -2.254 1.617 0.04 0.07 0.02
C 0.345 -3.472 2.298 -0.01 -0.03 0.00
C -0.232 -4.564 1.690 0.01 0.01 0.01
C -0.788 -4.424 0.423 -0.01 0.01 -0.01
C -0.739 -3.186 -0.177 0.03 -0.02 0.01
N -0.187 -2.113 0.404 -0.03 0.04 -0.04
H 1.274 -1.223 3.123 0.01 -0.01 -0.02
H -0.870 2.624 0.711 0.02 0.01 0.08
H -2.514 3.972 1.947 -0.01 0.00 0.00
H -3.114 3.373 4.273 0.00 0.00 0.00
H -2.046 1.426 5.358 0.00 0.00 0.00
H -0.371 0.101 4.145 0.01 0.01 0.01
H 1.496 3.177 1.637 -0.05 0.01 0.00
H 3.590 4.336 2.167 0.00 0.00 0.00
H 5.604 3.044 2.792 0.00 0.00 0.00
H 5.509 0.574 2.864 0.00 0.00 0.00
H 3.436 -0.598 2.269 -0.02 -0.01 0.01
H 0.792 -3.543 3.281 0.00 0.00 0.00
H -0.247 -5.520 2.197 0.00 0.00 0.00
H -1.251 -5.254 -0.089 0.00 0.00 0.00
H -1.154 -3.027 -1.161 0.00 0.01 -0.01
Cl -2.187 2.191 -1.731 -0.02 0.06 -0.12
C -0.484 2.411 -1.970 -0.05 0.02 0.02
C 0.454 1.506 -1.447 0.03 0.04 0.01
C 1.795 1.894 -1.651 0.02 0.03 0.00
Cl 3.147 1.005 -1.024 -0.01 0.01 -0.01
C 2.161 3.046 -2.359 -0.02 0.00 -0.01
Cl 3.817 3.472 -2.584 0.00 -0.02 0.01
C 1.190 3.877 -2.896 0.00 -0.02 0.02
Cl 1.628 5.285 -3.782 0.00 0.00 0.00
C -0.144 3.562 -2.688 0.01 0.01 0.01
Cl -1.354 4.613 -3.321 0.00 -0.01 0.00
```
Forces are in eV/Å.

Values from the calculation:
E_LUMO   0.1 eV
HOMO-LUMO gap   7.4 eV
Highest occupied orbital energy   -0.271 Ha
Charge   0
DFT total energy   -5934.14771 a.u.

---

The following is a DFT calculation (ωB97M-V with the def2-TZVPD basis set) of C38H27Cl5FeN5O3S as an isolated structure.

The geometry in XYZ format:
```
80
Properties=species:S:1:pos:R:3:forces:R:3
Fe -0.405 -0.366 -0.134 0.35 -0.22 -0.03
Cl -2.339 -1.927 0.653 0.01 -0.06 0.26
C -1.834 -2.577 -0.903 0.09 -0.01 -0.16
C -0.803 -1.864 -1.470 -0.23 -0.06 -0.07
C -0.366 -2.359 -2.693 -0.08 -0.08 0.07
Cl 0.936 -1.593 -3.537 0.05 0.03 -0.01
C -0.956 -3.480 -3.285 0.04 0.06 0.02
Cl -0.398 -4.061 -4.806 0.00 -0.01 -0.02
C -2.008 -4.148 -2.654 0.00 -0.02 0.00
Cl -2.734 -5.530 -3.377 -0.01 0.00 0.00
C -2.463 -3.693 -1.423 0.02 0.02 -0.01
Cl -3.741 -4.477 -0.583 -0.03 0.00 0.02
N 9.636 -1.920 -1.461 -0.01 0.00 0.00
C 8.513 -1.743 -1.299 0.02 0.00 -0.01
C 7.106 -1.520 -1.096 -0.07 0.01 0.01
C 6.178 -2.427 -1.604 0.04 -0.01 0.00
C 4.827 -2.213 -1.400 -0.03 0.01 0.00
C 4.390 -1.091 -0.700 0.05 -0.02 -0.01
C 5.322 -0.187 -0.200 -0.04 0.00 0.01
C 6.675 -0.399 -0.391 0.05 0.00 -0.01
C 2.934 -0.862 -0.503 -0.06 0.02 -0.02
C 2.355 0.173 -1.207 0.09 0.00 0.07
C 2.995 0.961 -2.205 -0.08 0.00 -0.02
C 2.016 1.709 -2.802 0.05 0.02 -0.02
C 0.808 1.367 -2.155 0.04 -0.03 0.14
N 0.996 0.481 -1.189 -0.10 -0.02 -0.01
C 2.260 -1.732 0.359 0.14 -0.07 0.02
C 2.848 -2.770 1.123 -0.07 0.03 -0.01
C 1.829 -3.354 1.842 0.02 -0.02 0.02
C 0.660 -2.653 1.499 0.00 0.01 0.01
N 0.904 -1.679 0.621 -0.09 0.11 -0.08
H 6.521 -3.292 -2.155 -0.01 0.00 0.00
H 4.096 -2.908 -1.793 0.01 0.00 0.00
H 4.978 0.685 0.342 0.01 0.00 0.00
H 7.403 0.298 0.002 -0.01 0.00 0.00
H 4.044 0.927 -2.448 -0.01 0.01 0.00
H 2.116 2.409 -3.615 0.00 0.00 0.00
H -0.169 1.717 -2.423 -0.15 0.06 0.04
H 3.894 -3.031 1.128 0.00 -0.01 0.00
H 1.892 -4.181 2.529 0.00 0.01 -0.01
H -0.336 -2.857 1.855 0.01 0.02 0.02
O -0.893 2.917 -0.034 -0.09 -0.03 -0.14
C -1.753 2.310 -0.637 0.10 0.02 -0.12
N -1.843 0.931 -0.767 0.21 0.25 -0.42
S -3.150 0.493 -1.683 -0.01 0.12 0.23
O -2.758 -0.148 -2.902 -0.03 0.00 -0.10
O -4.120 -0.178 -0.848 -0.07 0.06 -0.11
C -3.712 2.136 -1.992 0.02 -0.11 -0.04
C -4.807 2.555 -2.722 -0.02 -0.02 -0.01
C -5.022 3.924 -2.802 0.01 0.02 0.01
C -4.165 4.825 -2.167 -0.01 -0.01 -0.01
C -3.074 4.377 -1.436 0.01 -0.02 0.01
C -2.863 3.010 -1.360 -0.01 0.03 0.05
H -5.463 1.848 -3.212 0.00 0.00 -0.01
H -5.865 4.300 -3.367 0.00 0.00 0.00
H -4.356 5.886 -2.252 0.00 0.00 0.00
H -2.395 5.056 -0.938 0.00 0.00 -0.01
C -3.949 0.844 4.145 -0.04 0.02 0.04
N -3.160 0.136 3.108 0.00 0.02 0.00
C -2.175 -0.783 3.750 0.03 -0.02 0.04
C -2.530 1.114 2.086 -0.05 -0.07 0.05
C -1.078 1.363 2.340 -0.01 -0.01 0.12
C -0.755 2.259 3.364 -0.02 -0.02 -0.01
C 0.562 2.509 3.696 0.02 -0.01 -0.01
C 1.558 1.857 2.980 -0.02 0.02 0.00
C 1.227 1.000 1.942 -0.02 0.04 0.06
C -0.093 0.727 1.569 -0.03 -0.03 -0.03
H -4.409 0.116 4.810 0.01 -0.01 0.00
H -4.716 1.445 3.664 0.00 -0.01 -0.02
H -3.274 1.483 4.708 0.01 0.00 -0.01
H -3.805 -0.436 2.564 0.00 -0.02 -0.03
H -1.561 -0.206 4.434 -0.01 0.01 0.00
H -1.532 -1.214 2.991 0.01 0.00 0.00
H -2.727 -1.556 4.282 -0.01 0.00 -0.01
H -3.130 2.021 2.152 0.01 0.02 0.05
H -2.697 0.663 1.113 -0.02 -0.01 0.21
H -1.547 2.791 3.884 0.01 0.00 0.00
H 0.809 3.210 4.482 0.00 -0.01 0.00
H 2.600 2.038 3.218 0.00 0.00 0.00
H 2.040 0.546 1.394 0.00 0.00 0.01
```
Forces are in eV/Å.

Values from the calculation:
E_LUMO (alpha / beta)   -0.6 / -0.6 eV
HOMO-LUMO gap (alpha / beta)   6.9 / 6.9 eV
Highest occupied orbital energy (alpha / beta)   -0.277 / -0.277 Ha
Energy relative to the best compared isomer or geometry (same formula, charge and spin)   0.00 kcal/mol
Charge   0
Multiplicity   2
DFT total energy   -5926.55517 a.u.

---

The following is a DFT calculation (ωB97M-V with the def2-TZVPD basis set) of C38H28BrN5NaO3PS as an isolated structure in a non-equilibrium geometry.

The geometry in XYZ format:
```
78
Properties=species:S:1:pos:R:3:forces:R:3
Na 0.321 0.094 0.030 -1.56 -0.48 0.67
N 2.279 1.845 3.077 0.00 0.05 -0.07
C 1.090 1.434 2.498 -0.37 0.05 0.38
S 0.439 -0.064 2.962 -0.05 -0.26 -0.18
N 0.483 2.352 1.771 0.68 0.95 0.12
N -0.405 1.998 0.860 -0.61 0.00 0.12
C -1.397 2.776 0.570 0.40 -0.08 0.30
C -1.744 3.971 1.372 0.00 0.23 0.02
C -2.089 5.184 0.773 0.09 -0.12 0.00
C -2.390 6.298 1.540 -0.04 0.09 0.06
C -2.350 6.223 2.925 0.01 0.02 -0.03
C -2.005 5.024 3.534 -0.02 0.05 0.00
C -1.702 3.910 2.768 -0.07 -0.09 -0.01
C -2.186 2.376 -0.603 -0.36 -0.17 -0.40
C -3.517 2.784 -0.769 0.20 -0.01 0.12
C -4.217 2.384 -1.888 0.04 -0.08 -0.14
C -3.589 1.577 -2.826 -0.09 0.05 0.10
C -2.285 1.189 -2.566 0.02 -0.05 -0.07
N -1.594 1.573 -1.504 0.06 0.16 0.16
H 2.786 1.068 3.466 0.04 -0.05 -0.04
H 2.837 2.437 2.477 -0.04 0.05 0.00
H -2.098 5.259 -0.307 -0.01 -0.03 -0.06
H -2.653 7.233 1.059 0.02 -0.02 -0.03
H -2.577 7.096 3.526 -0.01 -0.01 0.00
H -1.968 4.961 4.615 0.01 -0.04 -0.01
H -1.438 2.976 3.245 0.02 0.00 -0.01
H -3.987 3.386 -0.004 -0.02 0.05 0.00
H -5.248 2.687 -2.030 0.00 0.01 0.04
H -4.101 1.241 -3.718 0.02 -0.02 0.00
H -1.761 0.535 -3.258 -0.01 0.00 0.02
O -2.998 -0.732 0.086 0.00 -0.13 -0.04
C -2.745 -1.885 -0.059 -0.19 0.03 0.05
C -2.504 -3.171 -0.216 0.26 0.18 0.04
C -3.609 -4.135 -0.375 -0.23 -0.09 -0.04
C -3.362 -5.462 -0.481 -0.02 0.26 0.02
C -2.042 -5.997 -0.469 0.25 -0.36 0.02
C -0.975 -5.113 -0.380 -0.30 0.05 0.07
C -1.121 -3.741 -0.252 0.27 0.35 -0.10
P 0.258 -2.589 -0.261 -0.39 -1.04 -0.07
C 1.334 -3.109 1.128 0.02 0.04 0.13
C 2.654 -2.658 1.190 -0.07 0.04 -0.02
C 3.440 -2.949 2.293 0.06 -0.02 0.00
C 2.916 -3.674 3.355 -0.01 -0.02 0.04
C 1.596 -4.100 3.312 0.06 0.01 0.04
C 0.810 -3.819 2.204 0.00 -0.05 -0.06
C 1.250 -3.161 -1.696 0.09 0.05 -0.14
C 1.062 -2.477 -2.897 0.02 -0.02 0.11
C 1.713 -2.870 -4.055 0.02 -0.02 -0.07
C 2.571 -3.962 -4.032 -0.01 0.01 -0.01
C 2.773 -4.647 -2.842 0.06 -0.06 -0.03
C 2.123 -4.248 -1.683 -0.03 0.10 -0.01
H -4.621 -3.748 -0.410 -0.01 -0.07 0.00
H -4.202 -6.142 -0.593 -0.05 0.04 0.00
H -1.879 -7.065 -0.549 0.02 0.04 -0.02
H 0.034 -5.514 -0.406 0.03 0.00 -0.01
H 3.050 -2.042 0.389 0.04 0.02 0.00
H 4.463 -2.592 2.335 -0.02 0.04 -0.03
H 3.529 -3.888 4.224 0.00 0.00 -0.01
H 1.175 -4.646 4.148 -0.01 0.00 -0.01
H -0.222 -4.148 2.160 0.01 -0.01 0.00
H 0.409 -1.611 -2.900 0.03 0.02 -0.05
H 1.569 -2.316 -4.975 -0.02 0.01 0.02
H 3.090 -4.268 -4.933 -0.01 0.00 0.00
H 3.446 -5.497 -2.818 0.00 0.01 0.02
H 2.309 -4.777 -0.757 -0.01 0.00 0.03
Br 0.039 5.000 -2.836 -0.02 -0.01 0.08
C 1.378 4.275 -1.686 -0.09 0.07 -0.08
C 2.215 5.136 -1.000 0.09 -0.01 0.04
N 3.201 4.687 -0.228 -0.01 0.00 -0.01
C 3.344 3.366 -0.118 0.10 0.08 0.06
C 2.523 2.434 -0.738 0.04 -0.08 -0.08
C 1.514 2.908 -1.564 0.05 -0.07 0.11
C 2.754 0.922 -0.547 0.69 0.23 -0.41
O 3.760 0.599 0.103 -0.17 0.03 0.07
O 1.916 0.179 -1.121 1.24 0.18 -0.65
H 2.105 6.212 -1.079 -0.07 -0.02 -0.04
H 4.168 3.016 0.494 -0.05 -0.07 -0.01
H 0.857 2.209 -2.064 -0.03 0.00 0.00
```
Forces are in eV/Å.

Values from the calculation:
E_LUMO   3.7 eV
HOMO-LUMO gap   3.5 eV
Highest occupied orbital energy   0.010 Ha
Charge   -2
DFT total energy   -5440.29132 a.u.